Entry 1:
The following is a DFT calculation (the ωB97M-V functional and the def2-TZVPD basis) of a 2-piece molecular cluster, C4H9ClF3NSSi overall at a distorted geometry.

The calculation puts the gap between HOMO and LUMO (spin up / spin down) at 4.393 / 8.835 eV. Its charge is 0. The energy relative to the best compared isomer or geometry (same formula, charge and spin) is 1.251 eV. The spin multiplicity is 1. The lowest unoccupied orbital energy (spin up / spin down) is -4.13 / -1.01 eV.

The geometry in XYZ format:
```
20
Properties=species:S:1:pos:R:3:nbo_charge:R:1
C 2.078 -0.353 -1.585 -1.108
C 0.879 1.661 0.630 -1.141
C 0.740 -1.501 0.973 -1.104
C -2.831 -0.720 0.194 0.777
N -0.618 0.204 -1.254 -1.077
F -4.161 -0.457 0.280 -0.325
F -2.715 -1.997 0.330 -0.308
F -2.138 -0.249 1.281 -0.344
Si 0.797 0.005 -0.259 1.750
S -2.108 0.068 -1.380 0.715
Cl -1.834 4.052 -0.385 -0.022
H 2.935 -0.755 -0.991 0.230
H 1.895 -1.150 -2.369 0.256
H 2.253 0.601 -1.956 0.228
H 0.058 2.281 0.132 0.260
H 0.573 1.383 1.701 0.250
H 1.861 2.228 0.572 0.255
H 0.891 -1.059 1.972 0.233
H -0.176 -1.923 1.019 0.228
H 1.620 -2.318 1.093 0.247
```

---

Entry 2:
The following is a DFT calculation (the ωB97M-V functional and the def2-TZVPD basis) of a 8-piece molecular cluster, C53H98BNO7S2 overall at a distorted geometry.

The calculation puts the gap between HOMO and LUMO at 7.672 eV. Its charge is 0. The SMILES is S=C(SCCCBCCCc1ccccc1)N(c1ccccc1)c1ccccc1.CCOCC.CCOCC.CCOCC.CCOCC.CCOCC.CCOCC.CCOCC. The spin multiplicity is 1. The lowest unoccupied orbital energy is -0.45 eV.

The geometry in XYZ format:
```
162
Properties=species:S:1:pos:R:3:lowdin_charge:R:1
S 1.428 -2.475 -4.921 0.810
C 1.144 -1.319 -3.775 -0.982
S 1.038 -1.857 -2.037 0.848
C -0.019 -3.389 -2.123 -0.457
C 0.775 -4.716 -1.794 -0.246
C 0.616 -5.852 -2.918 -0.162
B 1.870 -5.943 -3.912 -0.150
C 1.818 -5.968 -5.516 -0.187
C 0.423 -6.390 -6.145 -0.219
C -0.642 -5.234 -6.229 -0.174
C -0.340 -4.136 -7.296 -0.232
C -1.076 -2.855 -7.146 -0.091
C -0.895 -1.706 -8.017 -0.085
C 0.085 -1.811 -9.123 -0.086
C 0.813 -3.079 -9.300 -0.076
C 0.613 -4.236 -8.395 -0.040
N 1.034 0.058 -4.238 -0.114
C -0.027 0.797 -3.590 -0.201
C 0.087 2.258 -3.366 -0.011
C -0.995 3.046 -2.740 -0.061
C -2.246 2.409 -2.264 -0.074
C -2.365 0.964 -2.489 -0.082
C -1.300 0.193 -3.146 -0.044
C 2.334 0.722 -4.144 -0.248
C 2.829 1.341 -5.389 -0.003
C 4.119 2.038 -5.466 -0.062
C 4.909 2.103 -4.226 -0.082
C 4.407 1.503 -2.987 -0.067
C 3.111 0.810 -2.902 -0.001
H -0.862 -3.255 -1.392 0.061
H -0.505 -3.507 -3.133 0.061
H 0.282 -5.158 -0.874 0.095
H 1.842 -4.535 -1.509 0.100
H -0.371 -5.805 -3.448 0.084
H 0.606 -6.837 -2.323 0.110
H 2.958 -5.956 -3.411 0.071
H 2.157 -5.013 -6.004 0.071
H 2.566 -6.757 -5.846 0.104
H 0.606 -6.759 -7.196 0.101
H -0.002 -7.221 -5.514 0.110
H -0.728 -4.701 -5.236 0.081
H -1.660 -5.655 -6.467 0.124
H -1.803 -2.734 -6.298 0.106
H -1.456 -0.747 -7.861 0.099
H 0.250 -0.930 -9.782 0.088
H 1.558 -3.114 -10.138 0.092
H 1.208 -5.166 -8.544 0.097
H 0.979 2.852 -3.682 0.103
H -0.837 4.150 -2.615 0.090
H -3.021 3.051 -1.789 0.087
H -3.291 0.434 -2.150 0.093
H -1.493 -0.903 -3.265 0.090
H 2.203 1.276 -6.311 0.114
H 4.455 2.466 -6.434 0.096
H 5.903 2.601 -4.272 0.093
H 5.062 1.582 -2.088 0.094
H 2.734 0.351 -1.959 0.076
C -5.545 4.796 2.544 -0.080
C -5.865 4.695 1.064 -0.279
O -5.283 3.564 0.432 -0.173
C -5.678 2.292 0.923 -0.280
C -7.166 2.022 0.792 -0.080
H -4.465 4.771 2.708 0.079
H -5.942 5.725 2.958 0.077
H -5.979 3.968 3.109 0.066
H -5.457 5.571 0.554 0.112
H -6.948 4.717 0.895 0.108
H -5.343 2.166 1.958 0.107
H -5.133 1.554 0.330 0.113
H -7.756 2.702 1.411 0.066
H -7.397 1.002 1.105 0.076
H -7.492 2.156 -0.242 0.083
C 1.139 6.800 0.156 -0.076
C 0.158 7.247 -0.912 -0.276
O -0.998 6.429 -1.004 -0.173
C -1.811 6.347 0.148 -0.282
C -2.384 7.683 0.586 -0.077
H 1.417 5.753 0.010 0.080
H 2.042 7.411 0.127 0.080
H 0.712 6.885 1.158 0.062
H 0.650 7.193 -1.886 0.118
H -0.127 8.295 -0.768 0.107
H -1.266 5.863 0.966 0.108
H -2.636 5.679 -0.113 0.111
H -1.600 8.372 0.910 0.067
H -3.072 7.546 1.424 0.071
H -2.920 8.162 -0.236 0.083
C -1.729 -3.781 1.870 -0.075
C -2.798 -4.339 0.946 -0.286
O -3.646 -5.292 1.565 -0.160
C -4.400 -4.834 2.677 -0.280
C -5.352 -3.700 2.342 -0.082
H -1.143 -4.591 2.313 0.084
H -1.057 -3.119 1.322 0.067
H -2.164 -3.209 2.692 0.068
H -2.309 -4.855 0.116 0.107
H -3.392 -3.533 0.501 0.108
H -3.733 -4.560 3.500 0.107
H -4.982 -5.691 3.022 0.118
H -4.815 -2.797 2.041 0.064
H -5.964 -3.448 3.211 0.077
H -6.010 -3.979 1.516 0.082
C 1.564 0.533 1.085 -0.083
C 1.784 1.725 1.999 -0.265
O 2.357 1.379 3.252 -0.191
C 3.640 0.771 3.211 -0.274
C 4.708 1.645 2.579 -0.070
H 0.968 -0.233 1.589 0.081
H 1.047 0.838 0.173 0.069
H 2.510 0.068 0.793 0.062
H 0.817 2.183 2.218 0.120
H 2.384 2.496 1.504 0.107
H 3.581 -0.203 2.714 0.109
H 3.916 0.573 4.249 0.114
H 4.506 1.829 1.521 0.063
H 5.685 1.163 2.652 0.079
H 4.755 2.617 3.076 0.079
C -1.458 -10.276 -1.511 -0.079
C 0.051 -10.405 -1.398 -0.281
O 0.670 -9.307 -0.747 -0.173
C 0.277 -9.065 0.595 -0.282
C 0.569 -10.222 1.534 -0.081
H -1.729 -9.335 -1.996 0.079
H -1.870 -11.104 -2.091 0.077
H -1.938 -10.285 -0.530 0.067
H 0.476 -10.444 -2.404 0.117
H 0.330 -11.344 -0.909 0.107
H -0.780 -8.781 0.635 0.107
H 0.845 -8.192 0.926 0.117
H -0.018 -11.107 1.279 0.066
H 0.326 -9.947 2.563 0.077
H 1.623 -10.503 1.484 0.083
C 2.138 5.759 4.788 -0.068
C 3.295 6.318 3.980 -0.275
O 3.033 7.593 3.416 -0.171
C 2.754 8.643 4.329 -0.283
C 3.891 8.928 5.294 -0.082
H 1.225 5.737 4.186 0.080
H 2.362 4.748 5.126 0.062
H 1.931 6.368 5.671 0.071
H 3.495 5.647 3.142 0.114
H 4.213 6.347 4.578 0.109
H 1.822 8.440 4.866 0.106
H 2.576 9.534 3.723 0.117
H 4.075 8.084 5.962 0.066
H 3.655 9.796 5.913 0.076
H 4.818 9.123 4.751 0.082
C 0.444 2.090 6.298 -0.069
C 1.952 1.954 6.412 -0.274
O 2.574 3.047 7.074 -0.175
C 2.179 3.278 8.417 -0.282
C 2.465 2.112 9.346 -0.082
H 0.178 3.035 5.819 0.078
H 0.031 1.268 5.711 0.078
H -0.038 2.075 7.279 0.065
H 2.376 1.921 5.407 0.087
H 2.227 1.010 6.895 0.111
H 1.123 3.565 8.456 0.107
H 2.749 4.146 8.756 0.117
H 1.876 1.231 9.081 0.065
H 2.220 2.378 10.376 0.076
H 3.518 1.828 9.296 0.082
```

---

Entry 3:
The following is a DFT calculation (the ωB97M-V functional and the def2-TZVPD basis) of one molecule with the formula C5H7NO.

The calculation puts the gap between HOMO and LUMO at 10.638 eV. Its charge is 0. The energy relative to the best compared isomer or geometry (same formula, charge and spin) is 0.813 eV. The SMILES is C/C=C\CN=C=O. The spin multiplicity is 1. The lowest unoccupied orbital energy is 0.83 eV.

The geometry in XYZ format:
```
14
Properties=species:S:1:pos:R:3:nbo_charge:R:1
C -0.351 -0.905 1.506 -0.658
C -0.826 0.411 0.992 -0.141
C -0.238 1.137 0.044 -0.228
C 1.036 0.789 -0.693 -0.252
N 0.814 0.022 -1.902 -0.549
C 0.071 -0.853 -2.265 0.863
O -0.587 -1.702 -2.744 -0.526
H -0.141 -0.824 2.576 0.223
H -1.158 -1.638 1.408 0.228
H 0.545 -1.253 0.976 0.210
H -1.742 0.787 1.449 0.203
H -0.709 2.066 -0.260 0.207
H 1.770 0.243 -0.088 0.207
H 1.516 1.720 -0.997 0.215
```

---

Entry 4:
The following is a DFT calculation (the ωB97M-V functional and the def2-TZVPD basis) of C16H21N6O2Ru as an isolated structure at a distorted geometry.

The calculation puts the gap between HOMO and LUMO (spin up / spin down) at 5.950 / 5.745 eV. Its charge is +2. The spin multiplicity is 2. The lowest unoccupied orbital energy (spin up / spin down) is -8.71 / -8.89 eV.

The geometry in XYZ format:
```
46
Properties=species:S:1:pos:R:3:nbo_charge:R:1
Ru -0.102 -0.044 -0.002 1.196
O -1.008 2.691 3.302 -0.451
C -0.706 1.747 2.618 0.620
N -0.945 1.615 1.288 -0.632
C -1.692 2.637 0.794 0.611
O -2.006 3.631 1.396 -0.450
C -2.147 2.363 -0.623 0.109
C -2.757 3.399 -1.316 -0.172
C -3.224 3.142 -2.597 -0.114
C -3.117 1.853 -3.094 -0.221
C -2.493 0.878 -2.323 0.019
N -1.989 1.136 -1.119 -0.441
C -0.021 0.527 3.191 0.100
C 0.508 0.641 4.470 -0.170
C 1.115 -0.475 5.025 -0.114
C 1.116 -1.660 4.307 -0.221
C 0.541 -1.679 3.041 0.010
N 0.015 -0.595 2.474 -0.443
H -2.859 4.361 -0.840 0.278
H -3.677 3.931 -3.179 0.256
H -3.507 1.601 -4.067 0.256
H -2.404 -0.141 -2.685 0.206
H 0.441 1.586 4.986 0.278
H 1.559 -0.419 6.008 0.256
H 1.549 -2.558 4.717 0.256
H 0.494 -2.602 2.478 0.207
N 2.237 -0.668 0.367 -0.776
C 2.608 -1.901 -0.338 -0.246
C 1.401 -2.823 -0.562 -0.245
N 0.221 -2.125 -1.106 -0.602
C 0.258 -1.856 -2.557 -0.244
C 1.126 -0.655 -2.972 -0.249
N 0.849 0.556 -2.181 -0.771
H 2.949 0.048 0.233 0.417
H 2.189 -0.857 1.367 0.412
H 3.356 -2.465 0.228 0.242
H 3.055 -1.635 -1.294 0.210
H 1.110 -3.283 0.386 0.222
H 1.719 -3.630 -1.234 0.236
H -0.597 -2.714 -0.922 0.426
H -0.771 -1.684 -2.882 0.221
H 0.646 -2.731 -3.095 0.234
H 0.949 -0.480 -4.040 0.244
H 2.178 -0.913 -2.870 0.212
H 0.145 1.118 -2.656 0.415
H 1.688 1.133 -2.124 0.415
```

---

Values of energy, in order: -45169.21783, -94712.08161, -8835.39004, -32534.26212, all in eV.